1.
This record from OMol25 describes a 13-piece molecular cluster, C26H78O26 overall. The level of theory is ωB97M-V with the def2-TZVPD basis set.

Last columns: bonded neighbours and bond lengths (Å).
Positions of all 130 atoms, in Å:
1 C 16.69899 13.76648 9.72713  C2 1.507, O4 1.441, H5 1.078, H6 1.128
2 C 16.43495 12.38309 9.18999  C1 1.507, O3 1.398, H7 1.073, H8 1.098
3 O 17.69838 11.78524 9.23003  C2 1.398, H9 0.967
4 O 17.49259 13.77605 10.93042  C1 1.441, H10 0.972
5 H 15.78514 14.30159 9.92806  C1 1.078
6 H 17.28644 14.33730 8.95167  C1 1.128
7 H 16.06418 12.47844 8.18715  C2 1.073
8 H 15.68732 11.89296 9.82734  C2 1.098
9 H 17.64673 10.81981 9.20693  O3 0.967
10 H 18.26035 13.19915 10.78038  O4 0.972
11 C 9.83534 14.92455 7.44397  C12 1.510, O14 1.456, H15 1.104, H16 1.113
12 C 9.31234 16.15831 8.14071  C11 1.510, O13 1.424, H17 1.094, H18 1.105
13 O 10.29233 17.02554 8.70151  C12 1.424, H19 0.938
14 O 10.85130 15.37597 6.50347  C11 1.456, H20 0.961
15 H 9.01647 14.47808 6.85336  C11 1.104
16 H 10.28463 14.20199 8.16155  C11 1.113
17 H 8.57484 15.85634 8.89054  C12 1.094
18 H 8.80543 16.79355 7.39142  C12 1.105
19 H 10.99722 17.05760 8.08404  O13 0.938
20 H 11.75465 15.14563 6.73782  O14 0.961
21 C 11.78864 9.70261 8.93325  C22 1.529, O24 1.452, H25 1.114, H26 1.096
22 C 12.50730 10.85913 9.62920  C21 1.529, O23 1.380, H27 1.078, H28 1.108
23 O 13.69820 11.12926 8.98722  C22 1.380, H29 0.977
24 O 11.66496 10.17057 7.56459  C21 1.452, H30 0.980
25 H 10.81544 9.52348 9.44403  C21 1.114
26 H 12.44337 8.84482 9.12764  C21 1.096
27 H 12.85380 10.57002 10.60808  C22 1.078
28 H 11.80946 11.71905 9.61652  C22 1.108
29 H 13.43546 11.24920 8.05402  O23 0.977
30 H 10.71521 10.12214 7.32822  O24 0.980
31 C 9.27404 16.74220 13.24873  C32 1.514, O34 1.437, H35 1.119, H36 1.095
32 C 9.47183 17.25437 11.83822  C31 1.514, O33 1.417, H37 1.108, H38 1.129
33 O 10.55436 16.52835 11.28315  C32 1.417, H39 0.982
34 O 9.24335 15.30775 13.32709  C31 1.437, H40 0.983
35 H 8.31047 17.17763 13.61448  C31 1.119
36 H 10.11458 17.04691 13.88098  C31 1.095
37 H 9.56476 18.35864 11.85183  C32 1.108
38 H 8.60872 16.99496 11.15779  C32 1.129
39 H 10.63405 16.63263 10.31005  O33 0.982
40 H 9.08103 15.10565 14.27538  O34 0.983
41 C 11.33011 10.16799 15.75787  C42 1.536, O44 1.445, H45 1.103, H46 1.070
42 C 10.65370 9.09626 14.89066  C41 1.536, O43 1.389, H47 1.061, H48 1.124
43 O 11.48413 8.79815 13.81724  C42 1.389, H49 0.942
44 O 11.30866 11.39925 15.00152  C41 1.445, H50 0.979
45 H 12.38521 9.85648 15.83173  C41 1.103
46 H 11.01992 10.34533 16.76609  C41 1.070
47 H 9.65718 9.31419 14.59922  C42 1.061
48 H 10.52535 8.21980 15.58337  C42 1.124
49 H 11.45482 9.52318 13.21665  O43 0.942
50 H 12.13713 11.90316 15.13792  O44 0.979
51 C 12.74385 19.44192 13.09493  C52 1.516, O54 1.455, H55 1.048, H56 1.141
52 C 13.00436 18.36491 12.06011  C51 1.516, O53 1.452, H57 1.097, H58 1.158
53 O 13.42805 17.10090 12.63546  C52 1.452, H59 0.949
54 O 14.02275 19.89972 13.61707  C51 1.455, H60 0.993
55 H 12.11588 19.04746 13.83517  C51 1.048
56 H 12.29522 20.36415 12.59381  C51 1.141
57 H 13.71421 18.60017 11.25695  C52 1.097
58 H 11.99104 18.01974 11.61962  C52 1.158
59 H 14.29846 17.30446 12.95339  O53 0.949
60 H 14.31010 19.32057 14.37112  O54 0.993
61 C 15.37420 11.16477 14.05440  C62 1.498, O64 1.487, H65 1.085, H66 1.094
62 C 15.66304 12.25105 13.06355  C61 1.498, O63 1.448, H67 1.083, H68 1.087
63 O 16.88329 12.93482 13.43944  C62 1.448, H69 0.953
64 O 14.00695 10.64040 13.79462  C61 1.487, H70 0.979
65 H 15.49615 11.43272 15.09911  C61 1.085
66 H 16.11906 10.38091 13.88634  C61 1.094
67 H 14.84521 12.96032 13.02041  C62 1.083
68 H 15.74189 11.85105 12.05575  C62 1.087
69 H 17.02726 13.37328 12.60566  O63 0.953
70 H 13.96274 9.67533 13.95132  O64 0.979
71 C 12.97398 14.40416 17.82541  C72 1.518, O74 1.430, H75 1.057, H76 1.063
72 C 13.35440 14.66436 16.37939  C71 1.518, O73 1.454, H77 1.114, H78 1.070
73 O 13.07302 13.57046 15.46385  C72 1.454, H79 0.999
74 O 11.55319 14.36533 17.98711  C71 1.430, H80 0.954
75 H 13.24997 15.22456 18.43198  C71 1.057
76 H 13.40754 13.48177 18.12806  C71 1.063
77 H 14.42312 14.96421 16.28022  C72 1.114
78 H 12.72809 15.51291 16.20041  C72 1.070
79 H 12.87832 14.03917 14.60390  O73 0.999
80 H 11.30338 13.49149 17.69862  O74 0.954
81 C 8.57100 13.38064 17.27271  C82 1.507, O84 1.403, H85 1.047, H86 1.085
82 C 8.75287 14.86843 17.42845  C81 1.507, O83 1.480, H87 1.133, H88 1.121
83 O 9.50943 15.47120 16.30862  C82 1.480, H89 0.987
84 O 9.69613 12.56494 17.08220  C81 1.403, H90 0.960
85 H 7.76127 13.13225 16.65803  C81 1.047
86 H 8.28510 13.09636 18.28055  C81 1.085
87 H 9.19875 15.06754 18.45081  C82 1.133
88 H 7.76344 15.39426 17.45375  C82 1.121
89 H 10.43672 15.27228 16.58080  O83 0.987
90 H 9.85070 12.48975 16.13791  O84 0.960
91 C 12.56398 13.53295 12.02146  C92 1.481, O94 1.412, H95 1.107, H96 1.073
92 C 13.61152 14.19842 11.21251  C91 1.481, O93 1.392, H97 1.116, H98 1.068
93 O 13.08765 15.32318 10.58166  C92 1.392, H99 0.953
94 O 12.12283 14.41027 13.03588  C91 1.412, H100 0.965
95 H 12.88997 12.56262 12.44197  C91 1.107
96 H 11.74861 13.35376 11.34804  C91 1.073
97 H 14.00637 13.51072 10.42768  C92 1.116
98 H 14.38980 14.58454 11.83403  C92 1.068
99 H 13.12630 16.01344 11.23722  O93 0.953
100 H 11.23523 14.76629 12.91029  O94 0.965
101 C 13.72147 17.86890 7.03877  C102 1.508, O104 1.407, H105 1.085, H106 1.137
102 C 14.18125 16.83690 8.03770  C101 1.508, O103 1.457, H107 1.066, H108 1.125
103 O 13.30163 15.67577 7.99490  C102 1.457, H109 1.015
104 O 12.66606 18.57494 7.64564  C101 1.407, H110 0.994
105 H 13.44230 17.35590 6.12441  C101 1.085
106 H 14.66047 18.46098 6.79202  C101 1.137
107 H 14.19577 17.31142 8.99188  C102 1.066
108 H 15.20578 16.43852 7.79933  C102 1.125
109 H 13.16172 15.29626 8.92542  O103 1.015
110 H 12.12746 18.93740 6.89315  O104 0.994
111 C 8.78673 12.64506 11.44098  C112 1.506, O114 1.404, H115 1.086, H116 1.088
112 C 8.69631 11.35362 12.21096  C111 1.506, O113 1.420, H117 1.122, H118 1.124
113 O 10.00652 10.85825 12.44629  C112 1.420, H119 0.969
114 O 9.60066 12.40640 10.32247  C111 1.404, H120 0.992
115 H 9.19271 13.38438 12.12524  C111 1.086
116 H 7.77609 12.91810 11.14434  C111 1.088
117 H 8.20569 10.54980 11.60110  C112 1.122
118 H 8.11600 11.58929 13.14372  C112 1.124
119 H 10.32036 11.32032 13.23862  O113 0.969
120 H 10.21926 11.71096 10.66537  O114 0.992
121 C 17.23092 17.04146 12.25575  C122 1.568, O124 1.424, H125 1.109, H126 1.127
122 C 16.95704 17.63447 13.68153  C121 1.568, O123 1.381, H127 1.076, H128 1.064
123 O 15.72635 17.28321 14.20104  C122 1.381, H129 0.965
124 O 18.40968 17.52500 11.61918  C121 1.424, H130 0.963
125 H 16.43718 17.35716 11.54910  C121 1.109
126 H 17.28358 15.91664 12.22222  C121 1.127
127 H 16.91843 18.70897 13.63055  C122 1.076
128 H 17.74351 17.39634 14.35706  C122 1.064
129 H 15.66887 16.36908 14.50426  O123 0.965
130 H 19.16730 16.95034 11.77302  O124 0.963

## Properties
- net charge = 0
- E (Ha) = -2993.44517
- ΔE to the lowest compared entry with this formula, charge and spin (eV) = 1.373
- 2S+1 = 1


2.
This record from OMol25 describes a 11-piece molecular cluster, C26H79N17O11 overall. The level of theory is ωB97M-V with the def2-TZVPD basis set.

Last columns: bonded neighbours and bond lengths (Å).
Positions of all 133 atoms, in Å:
1 C -1.42672 -4.85339 -0.15309  O2 1.148, N3 1.321, N4 1.269
2 O -1.98339 -5.82144 0.11334  C1 1.148
3 N -1.42449 -4.20706 -1.30512  C1 1.321, H5 1.010, H6 1.010
4 N -0.62996 -4.28863 0.65691  C1 1.269, H7 1.010, H8 1.010
5 H -2.17987 -4.51186 -1.90228  N3 1.010
6 H -0.77347 -3.46458 -1.51723  N3 1.010
7 H -0.25176 -3.41718 0.31392  N4 1.010
8 H -0.39555 -4.76437 1.51646  N4 1.010
9 C -2.34196 0.96510 3.32209  O10 1.221, N11 1.282, N12 1.290
10 O -3.48363 1.20159 3.68354  C9 1.221
11 N -1.27616 1.34517 3.92465  C9 1.282, H13 1.010, H14 1.010
12 N -2.05281 0.34697 2.22791  C9 1.290, H15 1.010, H16 1.010
13 H -0.39906 0.88537 3.72621  N11 1.010
14 H -1.43367 1.94084 4.72494  N11 1.010
15 H -2.73061 -0.12346 1.64533  N12 1.010
16 H -1.12505 0.51036 1.86368  N12 1.010
17 C 3.89900 -3.43251 -1.71711  O18 1.196, N19 1.285, N20 1.263
18 O 5.09247 -3.39021 -1.65679  C17 1.196
19 N 3.23125 -3.29183 -2.80573  C17 1.285, H21 1.010, H22 1.010
20 N 3.12798 -3.59820 -0.73070  C17 1.263, H23 1.010, H24 1.010
21 H 3.71158 -3.09326 -3.67172  N19 1.010
22 H 2.22990 -3.17330 -2.74779  N19 1.010
23 H 2.19593 -3.23399 -0.86756  N20 1.010
24 H 3.55388 -3.55718 0.18419  N20 1.010
25 C 0.76339 -0.96420 -0.28113  O26 1.172, N27 1.341, N28 1.291
26 O 0.55283 -2.06655 -0.61839  C25 1.172
27 N -0.12070 0.02145 -0.49521  C25 1.341, H29 1.010, H30 1.010
28 N 1.89950 -0.52721 0.15021  C25 1.291, H31 1.010, H32 1.010
29 H -0.04496 0.97343 -0.16643  N27 1.010
30 H -0.93298 -0.23270 -1.03899  N27 1.010
31 H 2.09328 0.46159 0.08079  N28 1.010
32 H 2.60826 -1.18626 0.43904  N28 1.010
33 C 4.08839 2.83196 2.52719  O34 1.212, N35 1.310, N36 1.265
34 O 3.41225 1.85947 2.27067  C33 1.212
35 N 3.90030 3.67460 3.51241  C33 1.310, H37 1.010, H38 1.010
36 N 5.05663 3.29379 1.85740  C33 1.265, H39 1.010, H40 1.010
37 H 4.47102 4.47068 3.75864  N35 1.010
38 H 3.25557 3.30457 4.19615  N35 1.010
39 H 5.36250 4.22154 2.11395  N36 1.010
40 H 5.46711 2.66952 1.17778  N36 1.010
41 C 5.12191 -1.88281 1.63602  O42 1.208, N43 1.350, N44 1.300
42 O 4.22523 -2.68858 1.71480  C41 1.208
43 N 6.38551 -2.01239 1.17759  C41 1.350, H45 1.010, H46 1.010
44 N 4.92467 -0.64898 1.99394  C41 1.300, H47 1.010, H48 1.010
45 H 6.74033 -2.90307 0.85996  N43 1.010
46 H 7.10251 -1.30344 1.23583  N43 1.010
47 H 5.76816 -0.11316 2.14065  N44 1.010
48 H 4.03383 -0.26504 2.27519  N44 1.010
49 C -7.00207 0.35599 0.09283  C50 1.542, H55 1.090, H56 1.090, H57 1.090
50 C -6.28387 0.26500 1.45418  C49 1.542, C51 1.594, N54 1.514, H58 1.090
51 C -5.17251 -0.87099 1.58191  C50 1.594, O52 1.433, H59 1.090, H60 1.090
52 O -4.10792 -0.65993 0.64633  C51 1.433, C53 1.378
53 C -3.32348 -1.74049 0.30431  O52 1.378, H61 1.090, H62 1.090, H63 1.090
54 N -5.51667 1.55543 1.64883  C50 1.514, H64 1.010, H65 1.010
55 H -7.74843 1.14047 -0.03228  C49 1.090
56 H -7.28376 -0.59056 -0.36847  C49 1.090
57 H -6.18044 0.68517 -0.54330  C49 1.090
58 H -6.98153 0.13271 2.28115  C50 1.090
59 H -5.74079 -1.79671 1.49146  C51 1.090
60 H -4.75193 -0.82915 2.58663  C51 1.090
61 H -3.82473 -2.57997 -0.17748  C53 1.090
62 H -2.82500 -2.06966 1.21605  C53 1.090
63 H -2.59684 -1.30699 -0.38284  C53 1.090
64 H -4.65508 1.54089 1.12201  N54 1.010
65 H -5.03800 1.53243 2.53791  N54 1.010
66 C 2.00724 0.06679 -3.58202  C67 1.505, H72 1.090, H73 1.090, H74 1.090
67 C 2.57984 0.40869 -4.93129  C66 1.505, C68 1.575, N71 1.499, H75 1.090
68 C 2.34889 -0.78909 -5.92720  C67 1.575, O69 1.424, H76 1.090, H77 1.090
69 O 3.22537 -1.88189 -5.67244  C68 1.424, C70 1.441
70 C 3.52808 -2.67694 -6.83525  O69 1.441, H78 1.090, H79 1.090, H80 1.090
71 N 2.00610 1.69132 -5.45374  C67 1.499, H81 1.010, H82 1.010
72 H 2.44462 -0.90129 -3.33786  C66 1.090
73 H 0.92661 -0.07554 -3.59099  C66 1.090
74 H 2.35859 0.76998 -2.82692  C66 1.090
75 H 3.66549 0.48075 -4.99664  C67 1.090
76 H 2.51218 -0.41597 -6.93824  C68 1.090
77 H 1.34119 -1.20459 -5.92977  C68 1.090
78 H 2.64656 -3.26793 -7.08375  C70 1.090
79 H 4.37850 -3.32838 -6.63400  C70 1.090
80 H 3.75077 -2.11313 -7.74114  C70 1.090
81 H 2.35893 1.74264 -6.39872  N71 1.010
82 H 2.29206 2.52464 -4.95988  N71 1.010
83 C 0.95677 -1.86013 3.89675  C84 1.559, H89 1.090, H90 1.090, H91 1.090
84 C 1.28357 -0.52699 4.63611  C83 1.559, C85 1.571, N88 1.476, H92 1.090
85 C 2.66259 -0.55355 5.38801  C84 1.571, O86 1.446, H93 1.090, H94 1.090
86 O 2.68701 0.57149 6.29650  C85 1.446, C87 1.373
87 C 3.89404 0.73256 6.93071  O86 1.373, H95 1.090, H96 1.090, H97 1.090
88 N 1.32238 0.42675 3.51056  C84 1.476, H98 1.010, H99 1.010
89 H 1.75195 -2.06751 3.18067  C83 1.090
90 H -0.00890 -1.94071 3.39767  C83 1.090
91 H 1.01908 -2.60870 4.68660  C83 1.090
92 H 0.47555 -0.36756 5.35010  C84 1.090
93 H 3.36651 -0.43078 4.56489  C85 1.090
94 H 2.83265 -1.53762 5.82480  C85 1.090
95 H 3.80377 1.62659 7.54769  C87 1.090
96 H 4.73369 0.88017 6.25151  C87 1.090
97 H 4.16541 -0.05636 7.63217  C87 1.090
98 H 1.35841 0.02329 2.58535  N88 1.010
99 H 2.11518 1.04829 3.58298  N88 1.010
100 C 0.21871 3.31721 -1.26330  C101 1.554, H106 1.090, H107 1.090, H108 1.090
101 C 0.49767 3.74168 0.20579  C100 1.554, C102 1.500, N105 1.478, H109 1.090
102 C -0.62070 4.51010 0.84595  C101 1.500, O103 1.389, H110 1.090, H111 1.090
103 O -0.51376 4.50226 2.23060  C102 1.389, C104 1.413
104 C -1.61340 4.99759 2.96626  O103 1.413, H112 1.090, H113 1.090, H114 1.090
105 N 0.69553 2.42638 0.85064  C101 1.478, H115 1.010, H116 1.010
106 H 0.37774 4.09525 -2.00993  C100 1.090
107 H -0.76322 2.84402 -1.26772  C100 1.090
108 H 0.92751 2.53058 -1.52198  C100 1.090
109 H 1.43295 4.26188 0.41253  C101 1.090
110 H -1.58627 4.06026 0.61486  C102 1.090
111 H -0.71910 5.52808 0.46894  C102 1.090
112 H -1.57655 6.08306 3.05843  C104 1.090
113 H -1.62216 4.55150 3.96076  C104 1.090
114 H -2.53783 4.86272 2.40471  C104 1.090
115 H 0.24265 2.61299 1.73392  N105 1.010
116 H 1.64541 2.29838 1.16912  N105 1.010
117 C -2.75396 -0.23537 -3.00700  C118 1.543, H123 1.090, H124 1.090, H125 1.090
118 C -3.60253 0.32688 -4.16683  C117 1.543, C119 1.531, N122 1.438, H126 1.090
119 C -5.10240 0.08209 -3.98044  C118 1.531, O120 1.459, H127 1.090, H128 1.090
120 O -5.40134 -1.34574 -4.02312  C119 1.459, C121 1.453
121 C -6.76965 -1.76905 -3.77793  O120 1.453, H129 1.090, H130 1.090, H131 1.090
122 N -3.27524 1.71136 -4.37336  C118 1.438, H132 1.010, H133 1.010
123 H -3.02239 -1.25603 -2.73439  C117 1.090
124 H -2.81848 0.33303 -2.07917  C117 1.090
125 H -1.70344 -0.09442 -3.26125  C117 1.090
126 H -3.33117 -0.09180 -5.13594  C118 1.090
127 H -5.47606 0.55999 -4.88603  C119 1.090
128 H -5.49624 0.64979 -3.13741  C119 1.090
129 H -6.82202 -1.73380 -2.68976  C121 1.090
130 H -7.03962 -2.76963 -4.11562  C121 1.090
131 H -7.49841 -1.02423 -4.09771  C121 1.090
132 H -3.77583 2.19719 -5.10375  N122 1.010
133 H -3.62261 2.12119 -3.51809  N122 1.010

## Properties
- <S²> = 0.750
- net charge = -1
- E (Ha) = -2796.51241
- 2S+1 = 2